{
  "formula": "C26H69BN3O10S9",
  "method": "ωB97M-V/def2-TZVPD",
  "elements": ["H", "H", "H", "C", "H", "H", "H", "C", "O", "S", "H", "O", "H", "H", "C", "C", "H", "C", "C", "H", "H", "H", "H", "H", "H", "H", "H", "H", "H", "O", "H", "N", "H", "S", "C", "O", "H", "S", "C", "C", "C", "H", "H", "C", "C", "H", "N", "S", "H", "H", "C", "C", "H", "H", "H", "S", "H", "C", "H", "S", "H", "N", "H", "H", "H", "S", "H", "H", "O", "S", "C", "H", "C", "O", "H", "H", "H", "C", "C", "H", "H", "O", "H", "H", "H", "H", "C", "C", "O", "H", "H", "C", "C", "H", "H", "H", "H", "C", "H", "H", "H", "H", "H", "H", "H", "H", "B", "O", "H", "H", "C", "S", "H", "H", "O", "H", "C", "H"],
  "xyz": [[-2.84939, 0.65833, -5.03469], [-4.92604, 0.07938, 2.09510], [-3.39183, 0.80095, 2.64230], [-0.75669, -4.09674, 1.32446], [10.72583, 2.19415, -2.56681], [1.37964, -2.67371, -3.22721], [10.69463, 6.02586, -2.01114], [9.68137, 5.68969, -2.23458], [2.56195, -6.23785, 2.45826], [2.19973, -6.35255, 1.01608], [0.49842, -7.58803, -0.13726], [-6.41424, 3.97320, 5.47102], [-3.28602, 5.48103, 6.34872], [-0.10712, -6.84074, 1.35853], [10.71170, 3.27072, -2.73439], [2.22487, -2.92180, -2.58317], [-5.05079, 7.27210, 5.74517], [-7.42016, 6.83577, 1.09724], [-5.86918, 6.55515, 5.81860], [5.10990, -1.66374, 2.35786], [-1.04362, 1.24948, -2.56935], [-6.70074, 6.89413, 5.20600], [-2.66648, -1.21277, 2.33250], [4.32195, -7.13148, 0.26886], [0.88345, -8.31570, 1.45136], [-6.64331, -3.36401, -7.77875], [-7.41018, 2.96713, 2.45268], [-1.32818, -3.44191, 4.48838], [-5.70460, -4.75453, -5.80774], [-4.06888, -1.58007, -6.04649], [4.00480, -2.57231, 1.25944], [-1.53505, -3.32563, 2.32114], [8.96648, 6.32525, -1.71364], [-5.32426, 4.95800, 5.19887], [3.00475, -2.00660, 3.05726], [3.64805, -1.95618, -0.54551], [-2.80875, 1.53954, -2.60220], [-5.08573, 2.45990, 2.41084], [-2.02276, 0.84027, -2.31568], [7.01163, -0.85040, -3.37219], [4.29581, -2.42501, 2.33890], [7.02774, 1.95895, -3.40769], [8.09430, -0.96170, -3.30083], [0.50414, -1.78740, 3.21602], [-4.04340, 4.70183, 6.44196], [-1.34823, -4.96147, 0.92183], [1.86195, -1.08649, 5.09579], [-5.31619, -2.39995, -6.03144], [-6.98293, 1.77765, 3.70308], [-7.12897, 1.27014, 1.99234], [7.43760, 1.60263, -4.35126], [-5.80490, -2.66727, -7.74481], [-0.43522, -3.40891, 0.48950], [-8.47352, 7.09582, 1.21011], [-8.05852, 9.56730, 1.28035], [-2.27293, -0.72662, -3.17123], [5.58524, -3.69177, 3.62911], [0.72382, -7.38242, 0.91006], [-7.24814, 5.83527, 1.49267], [2.38382, -1.66940, -1.30237], [-0.83340, -4.94175, 3.63162], [0.73424, -1.29668, 4.46842], [2.89216, 0.59427, -1.82511], [3.14457, -2.97222, -3.16766], [-4.48471, 4.72270, 7.43925], [-6.40003, 7.99574, 2.02436], [7.27983, 2.35597, -5.12230], [1.59274, -2.59828, 1.39757], [-1.74679, -0.87387, 2.30282], [9.46766, 3.99848, -1.65149], [4.73287, -3.84876, 2.92561], [-4.05339, -4.40987, -6.40470], [-4.47228, 0.80291, 2.77624], [-1.08487, -1.58928, -2.87903], [1.85971, -0.14749, -3.07032], [-4.96259, -3.06323, -8.31351], [-2.14478, -0.89023, -5.53717], [-6.97711, 9.47483, 1.17234], [3.31746, -7.55312, 0.27236], [-1.08231, 0.39810, -4.92478], [-0.11321, -1.05315, 4.99386], [-6.93534, 8.04655, 3.41605], [-2.61019, -4.53659, 3.68868], [-6.11141, -1.71137, -8.16764], [3.94349, -1.27752, 4.95970], [3.85287, -4.24090, 3.50192], [1.68314, -2.18239, 2.42403], [-6.82552, 2.07361, 2.66566], [5.13315, 0.35865, -4.82031], [-4.70989, 0.54675, 3.81026], [3.00508, -7.75349, -0.75326], [2.96602, -1.43061, 4.44102], [-1.57907, -4.10482, 3.61315], [3.60913, -0.51886, -3.01512], [-6.19489, 6.46036, 6.85619], [-6.49195, 10.34086, 1.62083], [8.50582, 1.40946, -4.24708], [-2.06473, -0.06978, -4.83116], [2.04496, -3.88404, -2.10349], [-6.70741, 9.41478, 0.11722], [0.19308, -4.53996, 1.74588], [11.69064, 3.68721, -2.49455], [3.31183, -8.47499, 0.85500], [-7.13582, 6.86287, 0.04470], [-3.58444, 3.72873, 6.26810], [10.46129, 3.47363, -3.77676], [-0.96674, -1.99038, 2.58091], [8.13397, 3.52911, -2.12577], [6.55150, -1.83508, -3.45047], [6.62654, -0.33813, -2.48911], [2.72058, -0.30307, -2.41911], [6.60090, 0.08942, -4.85498], [9.49629, 5.73834, -3.30842], [4.95464, -4.58032, 2.11078], [-4.88777, 2.69492, 0.95261], [-4.45397, -4.16623, -4.68722], [-4.83408, -4.10529, -5.70644], [-2.07398, 0.65915, -1.24226]],
  "forces_ev_per_angstrom": [[-0.05, -0.12, 0.02], [-0.07, 0.08, -0.04], [-0.06, 0.23, -0.01], [0.54, -0.01, -0.76], [-0.05, 0.06, 0.08], [-0.05, 0.08, 0.13], [-0.02, -0.05, 0.04], [-0.01, 0.07, -0.09], [-0.15, 0.01, -0.10], [0.01, -0.15, -0.11], [0.03, 0.05, 0.01], [0.16, -0.03, 0.00], [-0.05, 0.00, -0.05], [0.09, 0.00, 0.00], [0.01, -0.02, -0.12], [0.01, -0.12, -0.08], [-0.02, -0.04, -0.10], [-0.12, -0.04, -0.01], [-0.17, -0.08, 0.30], [-0.74, -0.49, 0.31], [-0.01, -0.07, -0.05], [0.14, -0.05, -0.08], [0.39, 0.31, -0.71], [-0.08, 0.06, 0.03], [0.07, 0.05, 0.01], [0.01, 0.03, 0.06], [0.12, 0.02, 0.06], [-0.57, -0.65, -0.60], [-0.01, 0.07, 0.01], [-0.33, -0.32, -0.15], [0.40, 0.39, 1.15], [1.48, -0.42, 1.01], [0.00, -0.11, 0.03], [-0.03, 0.29, 0.02], [-2.20, 0.68, 0.29], [-0.05, 0.00, -0.25], [-0.02, -0.07, 0.01], [-0.11, 0.12, 0.01], [0.11, 0.01, 0.09], [-0.06, 0.00, 0.13], [-0.87, -0.92, -0.51], [0.03, -0.04, -0.04], [-0.02, 0.01, -0.05], [2.86, -0.53, -1.15], [0.03, -0.09, 0.11], [0.34, 0.98, 0.23], [1.52, -0.58, -0.62], [-0.08, -0.05, -0.03], [0.05, 0.16, 0.02], [0.11, 0.04, -0.07], [-0.17, -0.03, 0.02], [0.05, -0.02, -0.11], [-0.57, -0.84, 0.51], [0.05, 0.06, 0.06], [0.03, -0.06, 0.05], [-0.13, 0.17, -0.23], [-0.58, -0.46, -0.63], [-0.03, -0.13, 0.02], [0.09, 0.08, 0.03], [-0.25, 0.05, -0.39], [-0.54, 0.71, -0.09], [-1.81, -0.39, -1.53], [-0.02, -0.08, 0.05], [0.03, 0.09, 0.09], [-0.06, 0.01, -0.06], [0.00, 0.00, -0.07], [-0.04, -0.10, -0.02], [0.07, 0.47, 0.94], [0.71, -1.45, 1.24], [0.01, 0.05, 0.04], [-0.54, 0.75, 0.47], [-0.02, 0.08, -0.01], [0.00, -0.22, 0.01], [0.21, 0.08, 0.07], [-0.04, -0.10, 0.08], [0.03, 0.02, 0.08], [-0.07, 0.03, 0.14], [-0.10, 0.08, -0.01], [0.07, -0.07, 0.00], [0.01, 0.02, 0.21], [0.70, 0.11, -0.01], [-0.07, 0.07, -0.33], [0.96, 0.39, 0.39], [0.02, 0.00, 0.11], [-1.14, -0.03, -0.34], [1.00, -0.02, -0.52], [0.97, 0.95, 2.70], [-0.09, -0.18, -0.01], [0.07, -0.06, 0.21], [-0.04, 0.08, -0.01], [-0.02, 0.06, 0.02], [0.37, -0.67, -1.71], [-0.37, -0.13, -0.12], [-0.02, 0.00, 0.00], [0.09, -0.14, 0.00], [0.03, -0.10, 0.04], [-0.04, -0.05, -0.01], [0.44, 0.12, -0.03], [0.00, 0.07, 0.07], [0.04, -0.04, 0.04], [-0.82, 0.48, -0.14], [-0.04, -0.01, 0.04], [-0.05, 0.07, 0.05], [0.05, 0.01, 0.05], [-0.06, 0.03, -0.06], [-0.05, 0.04, 0.04], [-1.26, 0.58, -0.44], [0.24, 0.12, 0.02], [0.00, 0.05, -0.08], [-0.02, 0.05, -0.06], [0.11, 0.08, 0.03], [0.13, 0.03, -0.09], [-0.02, -0.08, 0.03], [0.00, 0.76, 0.79], [-0.02, -0.17, 0.12], [-0.04, 0.10, -0.03], [0.10, -0.09, -0.01], [-0.05, -0.04, -0.05]],
  "total_charge": 1,
  "e_tot_ev": -151207.235
}